A molecular structure, C59H48F4NOP2Pd at a distorted geometry. Source: the Open Molecules 2025 dataset; level of theory: wB97M-V/def2-TZVPD.

XYZ file:
```
116
C59H48F4NOP2Pd | the Open Molecules 2025 dataset | wB97M-V/def2-TZVPD
F -5.26357 4.30759 -0.60868
C -4.18279 4.11690 0.22792
C -4.36536 4.40303 1.58136
C -3.25697 4.17290 2.39604
F -3.40186 4.35786 3.75512
C -2.03584 3.71313 1.91765
C -1.92191 3.33109 0.56318
C -0.67835 2.69106 0.08951
C -0.60945 1.98932 -1.14935
C 0.55421 1.40717 -1.72225
C 1.89865 1.82821 -1.58003
C 2.94582 0.98966 -2.07014
C 4.26010 1.39544 -1.95388
F 5.24674 0.62563 -2.52730
C 4.63942 2.57589 -1.31769
C 3.60584 3.34240 -0.78387
F 3.93738 4.44971 -0.03046
C 2.26222 3.06405 -0.98612
Pd -0.44155 0.58856 0.65107
P -2.13140 -0.87911 0.49077
C -3.17583 -0.35537 -0.90049
C -2.78941 -0.69374 -2.20983
C -3.48923 -0.16505 -3.29512
C -4.58346 0.67910 -3.07616
C -4.98542 0.98761 -1.77320
C -4.28805 0.47179 -0.68348
C -1.80397 -2.62629 0.16207
C -2.83206 -3.45823 -0.31864
C -2.54930 -4.78726 -0.63813
C -1.24498 -5.27531 -0.50833
C -0.22669 -4.45212 -0.01454
C -0.51213 -3.13920 0.35674
C -3.16479 -0.73007 1.96569
C -3.94111 -1.80265 2.42834
C -4.73148 -1.63208 3.56652
C -4.72735 -0.41345 4.25679
C -3.94079 0.65059 3.80260
C -3.17914 0.49594 2.64964
P 1.22900 0.06440 2.10210
C 1.46566 1.51630 3.17680
C 1.11058 1.50545 4.53660
C 1.24247 2.67235 5.29053
C 1.72689 3.84330 4.70005
C 2.08129 3.85659 3.34647
C 1.95261 2.69528 2.58688
C 0.82220 -1.30705 3.21995
C 1.71337 -2.36091 3.48571
C 1.30900 -3.41113 4.31215
C 0.02936 -3.41613 4.87644
C -0.85095 -2.35725 4.63153
C -0.44195 -1.29743 3.82847
C 2.88324 -0.30790 1.43781
C 4.03761 0.36785 1.87220
C 5.28572 0.02192 1.35640
C 5.40395 -1.02976 0.44646
C 4.26403 -1.72007 0.02506
C 3.00782 -1.34961 0.50135
C -2.99412 3.63129 -0.30574
H -5.30747 4.76758 1.97701
H -1.18549 3.59466 2.59402
H 0.23576 3.02516 0.58605
H -1.54873 1.88229 -1.69385
H 0.41232 0.58021 -2.41039
H 2.69402 0.02967 -2.52136
H 5.67792 2.88021 -1.24096
H 1.49714 3.77584 -0.68116
H -1.94580 -1.36879 -2.37138
H -3.17789 -0.42292 -4.30832
H -5.13170 1.09510 -3.92276
H -5.84596 1.63452 -1.60011
H -4.60779 0.70257 0.33378
H -3.84525 -3.06741 -0.44891
H -3.34978 -5.43768 -0.99119
H -1.01688 -6.30451 -0.78507
H 0.79155 -4.82557 0.09354
H 0.25180 -2.49506 0.79965
H -3.93136 -2.75326 1.89718
H -5.35596 -2.45448 3.91671
H -5.33903 -0.27969 5.14988
H -3.92435 1.60680 4.32677
H -2.56602 1.32363 2.28387
H 0.74269 0.59032 5.00230
H 0.96438 2.66041 6.34434
H 1.83236 4.75178 5.29324
H 2.46226 4.75990 2.87028
H 2.22831 2.69339 1.52643
H 2.71442 -2.35526 3.05224
H 1.99970 -4.22975 4.51672
H -0.28719 -4.24037 5.51650
H -1.85037 -2.34288 5.06577
H -1.11572 -0.45609 3.65311
H 3.97199 1.15505 2.62357
H 6.17117 0.57423 1.67596
H 6.38466 -1.31062 0.05886
H 4.34889 -2.54720 -0.68048
H 2.11689 -1.86888 0.14412
H -2.91543 3.45628 -1.38194
C 1.58022 1.95543 -6.28168
C 1.36787 0.64325 -5.55261
C 2.14535 -0.43466 -6.02825
N 2.09410 -1.74242 -5.56171
C 1.39458 -2.11519 -4.42938
C 1.44127 -3.41707 -3.96195
C 2.15720 -4.39353 -4.65643
C 2.82883 -4.01392 -5.82473
C 2.79527 -2.70869 -6.26552
O 0.54095 0.54734 -4.62548
H 2.62100 2.04221 -6.61419
H 0.93668 1.97540 -7.17131
H 1.31900 2.80126 -5.63920
H 2.75044 -0.28144 -6.92419
H 0.81045 -1.33749 -3.95170
H 0.89795 -3.63755 -3.04306
H 2.19532 -5.42079 -4.30342
H 3.39865 -4.73361 -6.40992
H 3.30084 -2.34992 -7.15989
```

Output
Total charge   -2
Molar mass   1031.399 g/mol
LUMO level (alpha / beta)   3.95 / 3.95 eV
Multiplicity   2
E   -98426.701 eV
HOMO level (alpha / beta)   0.028 / -0.023 Eh